Entry from OMol25: a molecular structure, C8H16AlNO4 (ωB97M-V/def2-TZVPD).

- 2S+1: 1
- Total charge: +2
- Maximum force: 2.918 eV/Å
- E_HOMO: -15.429 eV
- Molecular weight: 217.201 g/mol

Each line ends with the Löwdin charge.
CARTESIAN COORDINATES (ANGSTROEM)
C: -0.5641 0.9178 4.5429  -0.07
C: -1.1747 1.9833 3.6317  -0.14
C: -0.2300 2.4746 2.5900  -0.41
O: 0.0401 3.6523 2.4199  0.15
O: 0.3926 1.4899 1.8031  -0.01
C: 0.2628 1.7134 0.4446  -0.19
C: 1.4157 1.0954 -0.3140  -0.06
N: 1.1401 -0.2827 -0.6208  0.23
O: 1.6682 -0.6348 -1.6803  0.06
C: 1.3208 -1.9847 -2.1219  -0.01
C: 0.1923 -1.9655 -3.1789  -0.28
C: -0.8957 -0.9575 -2.9217  0.00
O: -0.3730 -3.3222 -3.1746  -0.25
H: 0.3448 1.2664 5.0064  0.09
H: -1.2654 0.7483 5.3475  0.08
H: -0.4274 -0.0296 4.0444  0.07
H: -1.4368 2.8315 4.2387  0.13
H: -2.0783 1.5877 3.1830  0.13
H: -0.6754 1.3304 0.0375  0.14
H: 0.2885 2.7714 0.1978  0.15
H: 1.5273 1.6048 -1.2673  0.16
H: 2.3687 1.1857 0.2140  0.19
H: 2.1968 -2.4162 -2.5779  0.15
H: 1.0625 -2.5824 -1.2592  0.15
H: 0.6341 -1.8181 -4.1494  0.17
H: -1.4528 -1.1736 -2.0188  0.11
H: -0.4821 0.0373 -2.8670  0.09
H: -1.5852 -0.9788 -3.7543  0.11
H: -0.8594 -3.5466 -2.3561  -0.04
Al: -1.3550 -4.9977 -3.4392  1.11